# 1
{
  "formula": "C3H9N2O2",
  "method": "ωB97M-V with the def2-TZVPD basis set",
  "total_charge": -1,
  "homo_lumo_gap_ev": 8.62,
  "homo_ev": -4.2,
  "elements": ["N", "C", "O", "O", "H", "H", "C", "C", "N", "H", "H", "H", "H", "H", "H", "H"],
  "positions_angstrom": [[-3.33, -0.12, -0.46], [-1.94, -0.01, -0.18], [-1.19, -0.74, -0.89], [-1.61, 0.81, 0.69], [-3.89, 0.65, -0.16], [-3.56, -0.52, -1.36], [2.03, 0.47, -0.69], [1.64, 0.22, 0.77], [0.99, -1.07, 0.86], [1.17, 0.40, -1.36], [2.53, 1.44, -0.82], [2.71, -0.33, -1.03], [2.52, 0.23, 1.43], [0.99, 1.04, 1.08], [0.84, -1.33, 1.82], [0.11, -1.13, 0.30]]
}

***

# 2
{
  "formula": "C3H3BrCl2",
  "method": "ωB97M-V with the def2-TZVPD basis set",
  "homo_lumo_gap_ev": 10.75,
  "homo_ev": -10.1,
  "elements": ["C", "C", "C", "Cl", "Cl", "Br", "H", "H", "H"],
  "positions_angstrom": [[0.23, 0.09, -0.55], [0.14, 0.74, 0.78], [1.42, 0.76, 0.03], [-0.57, 2.26, 1.01], [1.89, 2.17, -0.97], [2.78, -0.47, 0.41], [0.12, -0.91, -0.67], [-0.34, 0.47, -1.35], [0.09, -0.06, 1.69]]
}

***

# 3
{
  "formula": "C4H7NO2",
  "method": "ωB97M-V with the def2-TZVPD basis set",
  "homo_lumo_gap_ev": 9.32,
  "homo_ev": -8.7,
  "elements": ["O", "C", "C", "O", "C", "N", "C", "H", "H", "H", "H", "H", "H", "H"],
  "positions_angstrom": [[-0.98, -0.37, 1.65], [-1.48, 0.30, 0.60], [-0.93, 1.36, -0.05], [1.63, 0.47, 0.91], [1.97, -0.44, 0.19], [1.07, -1.30, -0.40], [0.18, -0.99, -1.23], [-0.01, -0.22, 1.67], [-2.50, 0.04, 0.39], [-1.43, 1.81, -0.88], [-0.14, 1.93, 0.38], [3.02, -0.73, 0.08], [0.21, -0.10, -1.87], [-0.61, -1.71, -1.43]]
}

***

# 4
{
  "formula": "C29H28AsBrCl3InNO5",
  "method": "ωB97M-V with the def2-TZVPD basis set",
  "total_charge": -1,
  "homo_lumo_gap_ev": 6.78,
  "homo_ev": -4.3,
  "elements": ["In", "Br", "C", "C", "C", "C", "C", "C", "C", "C", "C", "C", "H", "H", "H", "H", "H", "H", "Cl", "C", "Cl", "Cl", "C", "O", "O", "C", "C", "O", "O", "H", "H", "H", "C", "As", "C", "C", "O", "H", "H", "H", "H", "H", "H", "H", "H", "H", "C", "C", "C", "C", "C", "C", "N", "C", "C", "C", "C", "C", "C", "H", "H", "H", "H", "H", "H", "H", "H", "H", "H"],
  "positions_angstrom": [[-0.11, 0.38, 0.02], [0.05, 0.89, 2.87], [1.95, 0.61, 2.89], [2.56, 0.66, 4.11], [3.95, 0.56, 4.21], [4.70, 0.39, 3.08], [4.09, 0.32, 1.81], [4.87, 0.18, 0.65], [4.28, 0.11, -0.58], [2.89, 0.16, -0.69], [2.08, 0.32, 0.41], [2.67, 0.41, 1.69], [1.96, 0.81, 5.00], [4.42, 0.62, 5.18], [5.78, 0.32, 3.14], [5.95, 0.16, 0.75], [4.88, 0.03, -1.48], [2.43, 0.10, -1.66], [0.39, 3.03, -4.63], [-0.03, 1.32, -4.44], [1.42, 0.34, -4.66], [-1.24, 0.87, -5.63], [-0.62, 1.17, -2.97], [-1.82, 1.34, -2.87], [0.26, 0.94, -2.14], [1.70, 3.66, 0.04], [0.18, 3.73, 0.23], [-0.36, 4.83, 0.33], [-0.46, 2.63, 0.27], [2.08, 4.66, -0.13], [1.93, 3.02, -0.80], [2.16, 3.25, 0.94], [-4.56, 1.15, -1.69], [-3.14, 1.92, -0.60], [-4.11, 2.47, 1.00], [-2.68, 3.66, -1.34], [-2.23, 0.63, -0.12], [-5.35, 1.88, -1.87], [-4.96, 0.30, -1.14], [-4.14, 0.80, -2.63], [-4.86, 3.22, 0.75], [-3.41, 2.89, 1.72], [-4.60, 1.60, 1.45], [-3.64, 4.14, -1.57], [-2.09, 3.59, -2.24], [-2.14, 4.23, -0.58], [0.40, -3.67, 3.70], [0.99, -4.08, 2.51], [0.63, -3.49, 1.32], [-0.32, -2.46, 1.28], [-0.94, -2.10, 2.48], [-0.57, -2.69, 3.67], [-0.59, -1.79, 0.11], [-0.85, -2.54, -1.01], [-0.36, -2.18, -2.27], [-0.69, -2.90, -3.40], [-1.51, -4.01, -3.30], [-1.99, -4.40, -2.06], [-1.66, -3.69, -0.93], [0.71, -4.12, 4.64], [1.75, -4.85, 2.51], [1.11, -3.78, 0.39], [-1.73, -1.35, 2.45], [-1.04, -2.38, 4.59], [0.32, -1.34, -2.32], [-0.29, -2.61, -4.36], [-1.78, -4.57, -4.19], [-2.63, -5.27, -1.98], [-2.03, -3.99, 0.04]]
}

***

# 5
{
  "formula": "C25H21AuBrN5O2S",
  "method": "ωB97M-V with the def2-TZVPD basis set",
  "homo_lumo_gap_ev": [6.44, 4.73],
  "spin_multiplicity": 3,
  "s2": 2.02,
  "homo_ev": [-7.5, -8.5],
  "elements": ["Au", "C", "C", "N", "C", "C", "C", "S", "N", "C", "O", "C", "C", "C", "C", "C", "C", "H", "H", "H", "H", "H", "H", "H", "H", "H", "H", "H", "H", "H", "H", "H", "Br", "C", "C", "C", "C", "C", "C", "C", "C", "C", "C", "H", "H", "H", "H", "H", "H", "O", "N", "C", "C", "N", "C", "N"],
  "positions_angstrom": [[-0.15, 0.01, 0.44], [5.34, 0.70, -1.12], [5.20, 0.02, 0.24], [4.44, -1.21, 0.16], [5.15, -2.46, -0.05], [5.14, -2.93, -1.51], [3.10, -1.22, 0.17], [2.30, 0.29, 0.47], [2.53, -2.39, 0.05], [1.27, -2.72, -0.21], [0.35, -1.96, -0.59], [1.02, -4.18, -0.11], [-0.28, -4.66, -0.18], [-0.53, -6.01, -0.07], [0.52, -6.90, 0.10], [1.82, -6.43, 0.16], [2.08, -5.08, 0.05], [5.88, 1.63, -1.00], [4.36, 0.91, -1.53], [5.89, 0.07, -1.82], [4.69, 0.70, 0.93], [6.18, -0.22, 0.65], [4.68, -3.22, 0.58], [6.18, -2.32, 0.28], [4.11, -3.05, -1.85], [5.64, -3.89, -1.57], [5.65, -2.23, -2.15], [-1.09, -3.96, -0.34], [-1.55, -6.38, -0.11], [0.32, -7.96, 0.19], [2.64, -7.12, 0.28], [3.08, -4.70, 0.08], [-0.62, 1.63, 2.33], [-2.43, 2.09, -0.60], [-3.15, 3.26, -0.59], [-4.46, 3.25, -0.10], [-5.05, 2.08, 0.30], [-4.33, 0.86, 0.28], [-4.90, -0.36, 0.68], [-4.15, -1.51, 0.71], [-2.79, -1.47, 0.38], [-2.20, -0.29, 0.02], [-2.96, 0.88, -0.12], [-2.71, 4.17, -0.94], [-5.01, 4.18, -0.06], [-6.07, 2.06, 0.66], [-5.94, -0.38, 0.95], [-4.59, -2.45, 1.01], [-2.20, -2.38, 0.43], [-1.12, 2.06, -1.11], [-1.13, 1.69, -2.43], [-0.01, 1.52, -3.02], [-0.01, 1.08, -4.37], [0.07, 0.71, -5.45], [1.30, 1.70, -2.49], [2.36, 1.84, -2.08]]
}